Below is C32H26IrN7O11Si as an isolated structure in a non-equilibrium geometry, with properties calculated with wB97M-V/def2-TZVPD.

Output
Energy above the lowest of the compared OMol25 structures with the same formula, charge and spin = 40.5 kcal per mole
LUMO level (alpha / beta) = 1.78 / 0.70 eV
Calculated total energy = -2839.4255 hartree
Frontier orbital gap (alpha / beta) = 0.251 / 0.242 hartree
Total charge = -1
HOMO level (alpha / beta) = -5.042 / -5.873 eV
M = 904.901 g/mol
2S+1 = 6
Strongest force on any atom = 0.022 Eh/bohr

Geometry as XYZ:
```
78
Properties=species:S:1:pos:R:3:forces:R:3
Ir 0.484 -0.151 0.706 -0.45 0.02 1.03
O -0.785 1.362 1.954 -0.02 -0.01 -0.03
N -0.264 1.647 3.062 0.10 0.04 0.02
N 0.995 1.426 3.111 0.00 0.02 -0.07
O 1.672 0.965 2.074 0.02 -0.03 -0.01
C 1.699 1.571 4.345 0.02 0.01 0.07
C 2.909 0.909 4.483 -0.02 0.00 -0.01
C 3.598 1.030 5.681 0.00 -0.01 -0.01
C 3.087 1.799 6.715 0.02 -0.01 0.01
C 1.871 2.451 6.556 -0.02 0.00 -0.02
C 1.167 2.345 5.368 0.03 0.00 -0.01
H 3.280 0.297 3.673 -0.01 0.02 0.01
H 4.538 0.507 5.802 0.00 0.00 0.00
H 3.630 1.886 7.648 0.00 0.00 -0.01
H 1.464 3.049 7.361 0.00 0.00 0.00
H 0.217 2.840 5.231 0.00 0.00 0.00
O 2.134 -0.178 -3.558 -0.17 0.06 -0.04
C 2.034 -0.439 -2.384 0.19 0.20 -0.23
O 0.967 -0.027 -1.680 0.64 -0.42 0.14
C 3.111 -1.199 -1.673 -0.10 -0.01 0.10
C 4.095 -1.654 -2.534 0.02 0.00 0.00
C 5.197 -2.351 -2.079 -0.03 0.01 -0.02
C 5.390 -2.557 -0.725 0.04 0.07 0.03
C 4.446 -2.097 0.154 -0.03 0.01 -0.06
C 3.200 -1.486 -0.257 0.09 0.02 0.12
O 2.308 -1.290 0.617 -0.11 0.03 -0.46
N 4.775 -2.259 1.576 0.02 -0.05 0.00
O 5.697 -3.013 1.851 0.03 -0.13 0.00
O 4.165 -1.622 2.403 -0.03 0.15 0.06
N 6.185 -2.836 -3.025 0.01 0.00 0.00
O 7.160 -3.419 -2.584 0.05 -0.03 0.05
O 5.992 -2.639 -4.211 -0.03 0.02 -0.06
H 3.987 -1.451 -3.589 0.01 0.00 -0.01
H 6.275 -3.051 -0.358 0.00 -0.01 0.00
O -0.001 -1.550 2.246 -0.16 -0.07 -0.26
N -0.840 -1.410 3.254 0.06 0.12 0.23
C -2.111 -1.282 3.019 0.10 -0.05 -0.16
C -2.737 -1.362 1.721 0.04 0.09 -0.14
N -4.329 -1.070 -0.072 -0.06 0.06 0.07
C -2.881 -1.093 4.222 0.09 0.00 0.21
N -3.495 -0.939 5.181 -0.04 -0.02 -0.04
C -1.009 -2.576 -2.324 0.01 -0.03 -0.02
C -1.269 -1.295 -3.126 -0.19 0.40 0.07
C -2.782 -1.166 -3.380 -0.04 -0.15 0.08
C -0.584 -1.384 -4.493 -0.23 0.01 -0.07
Si -0.726 0.144 -2.016 0.39 -0.43 -0.57
O -1.158 -0.098 -0.486 -0.39 0.28 -0.18
C -4.701 0.013 -0.495 0.16 -0.14 0.11
C -3.961 -0.906 1.340 -0.04 -0.11 -0.07
C -5.010 -0.362 2.134 -0.03 0.01 0.03
C -6.129 0.407 1.744 0.06 -0.04 0.05
C -6.329 1.146 0.592 0.07 0.08 -0.01
C -5.373 1.155 -0.485 -0.19 0.08 -0.14
C -0.895 1.878 -2.685 -0.24 -0.07 0.18
C -1.617 2.206 -3.832 0.00 -0.01 -0.09
C -1.728 3.523 -4.262 0.03 -0.03 0.03
C -1.115 4.536 -3.542 0.01 0.00 0.02
C -0.396 4.231 -2.393 0.02 0.04 0.01
C -0.293 2.917 -1.967 0.00 -0.02 -0.03
H -1.281 -3.446 -2.931 0.00 0.00 0.01
H -1.602 -2.600 -1.408 0.01 0.01 -0.01
H 0.044 -2.682 -2.045 0.00 -0.02 -0.01
H -3.144 -2.090 -3.846 -0.01 0.01 0.00
H -3.013 -0.350 -4.066 -0.02 -0.02 0.04
H -3.350 -1.024 -2.459 0.02 -0.02 -0.03
H -1.034 -2.224 -5.039 0.04 0.04 -0.02
H 0.482 -1.547 -4.435 0.20 -0.06 0.05
H -0.743 -0.482 -5.088 0.03 0.00 0.02
H -2.107 -1.765 0.940 0.00 0.01 0.01
H -4.960 -0.596 3.188 0.00 0.08 -0.02
H -6.878 0.536 2.518 -0.01 -0.04 0.00
H -7.191 1.803 0.549 -0.02 -0.04 -0.04
H -5.194 1.980 -1.157 0.04 0.04 0.08
H -2.098 1.426 -4.410 0.03 0.05 0.01
H -2.292 3.755 -5.157 0.01 -0.01 0.00
H -1.197 5.564 -3.874 0.00 0.00 0.00
H 0.083 5.020 -1.827 -0.01 0.00 0.00
H 0.264 2.694 -1.063 -0.01 0.01 0.02
```
Forces are in eV/Å.